Entry from the Open Molecules 2025 dataset: a structure of composition C33H24N7NiO9 (ωB97M-V/def2-TZVPD).

CARTESIAN COORDINATES (ANGSTROEM)
Ni1 0.495 -0.707 0.449
O1 -1.330 -1.008 1.602
O2 -2.493 0.065 3.032
O3 -0.159 1.593 1.300
O4 1.163 -1.586 2.163
O5 4.124 -1.044 4.846
O6 3.435 -2.404 3.326
O7 0.932 0.453 8.032
O8 0.031 0.789 -3.138
O9 -1.107 0.815 7.445
N1 -1.011 2.814 -0.486
N2 0.124 -2.402 -0.688
N3 2.325 -0.897 -0.350
N4 -1.462 -0.470 2.704
N5 0.034 0.459 7.207
N6 -0.074 0.787 -0.830
N7 3.242 -1.569 4.175
C1 0.906 -1.100 3.285
C2 -4.473 3.623 -2.722
C3 3.557 -0.388 -0.297
C4 -2.295 2.473 -4.000
C5 -1.155 -6.969 0.048
C6 -0.902 -4.566 -0.031
C7 0.337 -0.031 5.869
C8 -1.272 -5.762 -0.634
C9 -3.496 2.636 -4.675
C10 -0.374 -0.526 3.653
C11 3.700 -2.196 -1.614
C12 1.933 4.571 -3.843
C13 -3.274 3.449 -2.041
C14 -0.403 1.734 0.096
C15 -0.846 2.750 -1.928
C16 -0.043 5.146 -2.000
C17 -2.176 2.875 -2.672
C18 1.785 5.871 -3.383
C19 0.108 3.835 -2.447
C20 1.202 -2.770 -1.291
C21 -0.656 -6.989 1.341
C22 4.451 -1.156 -1.070
C23 2.391 -2.008 -1.147
C24 -1.060 -3.247 -0.759
C25 1.605 -0.529 5.592
C26 1.878 -1.048 4.363
C27 -0.392 -4.595 1.267
C28 0.789 6.156 -2.458
C29 -0.236 1.304 -2.069
C30 1.100 3.558 -3.381
C31 -4.590 3.216 -4.041
C32 -0.271 -5.797 1.946
C33 -0.640 -0.020 4.905
H1 -5.526 3.346 -4.571
H2 0.659 7.168 -2.091
H3 -3.203 3.747 -1.003
H4 -3.578 2.303 -5.703
H5 -1.058 3.681 0.020
H6 2.437 6.657 -3.743
H7 2.369 -0.523 6.354
H8 5.507 -0.965 -1.202
H9 0.133 -5.806 2.952
H10 3.774 0.503 0.278
H11 -0.561 -7.927 1.874
H12 -1.880 -2.690 -0.309
H13 -1.448 2.015 -4.494
H14 -0.833 5.399 -1.300
H15 1.216 -3.675 -1.903
H16 -1.617 0.379 5.128
H17 -1.446 -7.894 -0.438
H18 4.038 -2.996 -2.260
H19 -1.656 -5.750 -1.649
H20 -5.319 4.072 -2.214
H21 1.223 2.544 -3.740
H22 -1.332 -3.445 -1.800
H23 -0.066 -3.667 1.725
H24 2.709 4.336 -4.561

Output
HOMO-LUMO gap (alpha / beta), eV: 6.283 / 6.228
DFT total energy, eV: -104509.08569
LUMO level (alpha / beta), eV: 1.36 / 1.33
Net charge: -1
2S+1: 3

Results of the natural (NBO) charge analysis, in e, for atoms 1 through 2: number 1, Ni, carries 1.47; number 2, O, carries -0.47

---

Entry from the Open Molecules 2025 dataset: a structure of composition C33H49CeFN4O8Si3 in a non-equilibrium geometry (ωB97M-V/def2-TZVPD).

CARTESIAN COORDINATES (ANGSTROEM)
Ce1 -1.603 -0.851 -0.725
Si1 -1.491 -4.093 -0.893
Si2 -2.528 -3.101 -3.707
Si3 -4.402 -2.809 -1.109
F1 2.697 3.962 3.563
O1 0.066 1.145 0.352
O2 -6.919 2.394 4.653
O3 -5.190 1.838 5.806
O4 -0.540 0.371 -2.324
O5 0.473 -1.410 -1.508
O6 -1.079 -3.066 0.412
O7 -3.267 0.443 0.078
O8 -1.311 -0.620 1.651
N1 3.911 1.217 -1.064
N2 6.672 6.330 1.921
N3 5.257 4.352 2.355
N4 -5.795 1.943 4.755
C1 6.638 3.958 2.490
C2 7.503 5.098 1.909
C3 -5.554 -4.282 -1.531
C4 -2.231 -5.674 -0.107
C5 3.007 3.338 2.400
C6 -3.234 0.528 2.462
C7 3.615 1.951 0.057
C8 -3.844 0.746 1.163
C9 -3.952 -2.284 -4.692
C10 -0.308 -3.516 1.503
C11 0.178 -4.626 -1.668
C12 1.621 0.608 -1.336
C13 -2.597 -4.963 -4.177
C14 -5.257 -1.214 -1.760
C15 -3.896 0.927 3.627
C16 2.907 0.580 -1.736
C17 -5.774 1.704 2.314
C18 -4.332 -2.663 0.813
C19 -5.136 1.523 3.561
C20 2.035 2.597 1.781
C21 5.989 6.476 3.230
C22 4.289 3.471 1.850
C23 -2.639 -2.909 -1.820
C24 5.551 2.246 -2.579
C25 5.258 1.119 -1.593
C26 -5.155 1.330 1.164
C27 -0.934 -2.312 -4.425
C28 4.902 5.388 3.303
C29 -1.962 -0.114 2.569
C30 0.453 -0.206 -1.840
C31 4.573 2.751 0.692
C32 2.305 1.919 0.591
C33 1.222 1.221 -0.088
H1 4.853 2.202 -3.410
H2 -6.012 -0.872 -1.058
H3 6.557 2.144 -2.974
H4 8.392 5.261 2.516
H5 -0.858 -4.262 2.080
H6 -4.022 -1.219 -4.499
H7 -4.534 -3.614 1.291
H8 -1.458 -6.276 0.361
H9 -5.172 -5.214 -1.130
H10 -0.936 -2.341 -5.511
H11 1.046 2.519 2.204
H12 -1.560 -0.171 3.602
H13 -5.053 -1.949 1.203
H14 -5.753 -1.375 -2.709
H15 7.809 4.892 0.884
H16 -1.710 -5.498 -3.857
H17 5.560 2.849 0.272
H18 0.737 -5.250 -0.974
H19 0.783 -3.754 -1.893
H20 -3.438 0.760 4.592
H21 0.631 -3.950 1.159
H22 -4.521 -0.414 -1.899
H23 -3.449 -5.434 -3.696
H24 -3.336 -2.336 1.121
H25 -3.782 -2.416 -5.756
H26 -2.701 -5.106 -5.249
H27 6.732 6.360 4.018
H28 -0.032 -2.810 -4.084
H29 5.963 1.119 -0.759
H30 -5.647 1.459 0.212
H31 -6.760 2.150 2.306
H32 5.446 3.217 -2.099
H33 6.894 3.793 3.545
H34 0.048 -5.188 -2.584
H35 -6.554 -4.136 -1.136
H36 3.193 0.046 -2.631
H37 5.544 7.468 3.317
H38 -4.909 -2.736 -4.461
H39 7.233 7.155 1.692
H40 -0.868 -1.266 -4.127
H41 -2.720 -6.293 -0.849
H42 5.352 0.152 -2.092
H43 3.939 5.809 3.014
H44 -2.965 -5.421 0.651
H45 5.930 6.207 1.217
H46 6.824 3.026 1.961
H47 -5.638 -4.398 -2.605
H48 4.817 5.018 4.334
H49 -0.087 -2.667 2.150

Output
HOMO-LUMO gap (alpha / beta), eV: 5.301 / 5.282
DFT total energy, eV: -96633.70351
LUMO level (alpha / beta), eV: -3.54 / -3.54
Net charge: +1
2S+1: 2

Results of the Löwdin charge analysis, in e, for atoms 1 through 2: number 1, Ce, carries 1.27; number 2, Si, carries 0.41

---

Entry from the Open Molecules 2025 dataset: an isolated molecule of C4H9N in a non-equilibrium geometry (ωB97M-V/def2-TZVPD).

CARTESIAN COORDINATES (ANGSTROEM)
N1 -0.561 2.159 1.387
C1 -0.065 -1.052 -0.472
C2 1.013 -2.143 -0.786
C3 -0.810 1.220 0.230
C4 0.232 0.163 0.031
H1 -0.760 1.854 -0.642
H2 -1.107 -1.367 -0.691
H3 1.612 -2.072 -1.656
H4 -1.864 0.729 0.520
H5 0.249 2.655 1.156
H6 0.436 -3.046 -1.155
H7 1.704 -2.342 0.096
H8 1.202 0.424 0.401
H9 -1.282 2.818 1.581

Output
SMILES: C/C=C/CN
HOMO-LUMO gap, eV: 10.193
ΔE to the lowest compared entry with this formula, charge and spin, kJ/mol: 138.47
DFT total energy, eV: -5782.37686
LUMO level, eV: 1.23
Net charge: 0

Results of the natural (NBO) charge analysis, in e, for atoms 1 through 2: number 1, N, carries -0.84; number 2, C, carries -0.18

---

Entry from the Open Molecules 2025 dataset: a structure of composition C19H21BHfN2O2 in a non-equilibrium geometry (ωB97M-V/def2-TZVPD).

CARTESIAN COORDINATES (ANGSTROEM)
Hf1 -0.032 -1.232 0.494
O1 1.990 2.248 0.366
O2 -0.115 1.677 1.235
N1 0.784 -1.234 -1.527
N2 -1.817 -1.271 -0.706
C1 0.210 4.952 2.791
C2 -0.496 3.822 2.355
C3 -0.708 -0.845 2.600
C4 2.007 4.540 1.207
C5 1.364 3.368 0.853
C6 2.116 -1.304 -1.817
C7 1.446 5.288 2.244
C8 1.601 -1.814 -4.111
C9 1.874 0.127 1.886
C10 -4.178 -1.445 -1.057
C11 0.492 -3.267 0.849
C12 -2.659 -1.719 -2.910
C13 -3.959 -1.689 -2.416
C14 -0.172 -1.503 -2.492
C15 0.110 3.016 1.414
C16 -3.090 -1.249 -0.211
C17 0.242 -1.792 -3.799
C18 2.542 -1.569 -3.110
C19 -1.576 -1.494 -2.054
B1 1.222 1.186 0.924
H1 2.000 6.148 2.620
H2 -3.186 -1.060 0.863
H3 -0.009 -1.029 3.428
H4 -5.181 -1.411 -0.641
H5 1.450 -3.562 0.394
H6 -0.230 5.575 3.567
H7 1.656 0.339 2.947
H8 -1.144 0.149 2.763
H9 -1.464 3.544 2.773
H10 0.563 -3.510 1.922
H11 1.925 -2.027 -5.129
H12 2.799 -1.127 -0.981
H13 3.612 -1.584 -3.316
H14 -2.444 -1.923 -3.957
H15 -0.519 -2.006 -4.544
H16 2.968 0.223 1.775
H17 2.940 4.814 0.721
H18 1.665 -0.973 1.706
H19 -4.799 -1.857 -3.086
H20 -0.267 -3.951 0.428
H21 -1.534 -1.571 2.744

Output
HOMO-LUMO gap, eV: 5.790
DFT total energy, eV: -29087.14043
LUMO level, eV: -8.03
Net charge: +2

Results of the natural (NBO) charge analysis, in e, for atoms 1 through 2: number 1, Hf, carries 2.38; number 2, O, carries -0.60